Computed, not measured: a 2-piece molecular cluster, C6H14NO3 overall in a non-equilibrium geometry, with ωB97M-V/def2-TZVPD.

```
! wB97M-V def2-TZVPD RIJCOSX def2/J DEFGRID3
* xyz -1 1
H 1.45 1.80 1.22
O 0.17 1.15 -1.12
H -0.45 -2.57 0.79
H 2.69 -0.18 -1.89
O -2.18 -1.69 -0.09
H 2.77 -0.97 -0.48
C 0.05 -0.50 0.49
H -2.67 0.62 0.61
H -1.10 -0.83 2.11
C 1.05 0.32 -0.41
H 1.56 -1.40 -1.61
H -2.33 -0.89 -0.67
H -0.34 -2.23 -0.94
C -0.70 -1.78 0.07
C 2.00 -0.60 -1.13
H -2.37 2.16 0.39
C 1.97 1.20 0.47
N -2.91 1.42 -0.01
C -0.40 -0.16 1.65
H 2.60 1.91 -0.11
H -1.15 1.02 -1.22
H -0.15 0.80 2.19
H 2.80 0.52 0.90
O -2.35 0.88 -1.21
*
```

## Properties
Max |F| in eV Å⁻¹: 3.7
Kohn-Sham gap in Ha: 0.27614
LUMO in eV: 3.6769
Energy above the lowest of the compared OMol25 structures with the same formula, charge and spin in kcal per mole: 59.57

Computed, not measured: one molecule with the formula C6H14NP in a non-equilibrium geometry, with ωB97M-V/def2-TZVPD.

```
! wB97M-V def2-TZVPD RIJCOSX def2/J DEFGRID3
* xyz 0 1
H 0.72 -2.46 -1.21
H 2.43 -0.29 1.35
H -2.23 -0.18 1.87
C -0.28 0.79 -0.95
H -2.81 1.36 1.13
H 2.34 -1.87 -1.01
C -0.18 2.14 -1.68
H -2.52 1.10 -1.15
H 1.57 -2.94 0.17
P -1.91 -0.03 -0.46
H -0.36 -1.22 0.32
H 0.75 2.54 -1.37
H 1.29 -1.59 2.06
H -0.96 2.74 -1.46
H 0.89 0.08 1.95
H -0.16 1.94 -2.71
C 0.76 -0.97 0.11
C -1.96 0.61 1.26
C 1.38 -0.70 1.46
H -0.96 0.89 1.45
N 0.77 0.22 -0.62
C 1.43 -2.15 -0.53
*
```

## Properties
Max |F| in eV Å⁻¹: 3.7
Kohn-Sham gap in Ha: 0.34826
LUMO in eV: 1.0224
Structure (SMILES): CP/C(C)=N\C(C)C
Energy above the lowest of the compared OMol25 structures with the same formula, charge and spin in kcal per mole: 2.46

Computed, not measured: an isolated ion of composition C6H14NS and charge -1 in a non-equilibrium geometry, with ωB97M-V/def2-TZVPD.

```
! wB97M-V def2-TZVPD RIJCOSX def2/J DEFGRID3
* xyz -1 1
H -0.74 -0.09 3.46
H 0.19 -1.24 -2.29
H 0.90 -0.25 4.19
H -1.41 -0.88 -1.52
H -1.14 0.46 -3.55
H -0.37 0.42 0.95
H 1.69 -0.52 1.76
C 0.31 -0.01 3.30
H -1.28 -0.98 1.22
H -0.06 1.72 -3.80
C -0.33 -0.72 -1.49
C -0.01 0.78 -1.76
C -0.70 1.31 -3.02
S 0.75 1.77 3.10
C 0.72 -0.88 2.12
H -1.45 2.05 -2.77
C -0.26 -0.66 0.97
H 1.23 -1.23 -0.25
H -0.10 1.40 -0.87
H 1.07 0.73 -1.93
H 0.77 -1.92 2.45
N 0.23 -1.25 -0.27
*
```

## Properties
Max |F| in eV Å⁻¹: 2.2
Kohn-Sham gap in Ha: 0.21044
LUMO in eV: 3.4668
Structure (SMILES): CCCNCCC[S-]
Energy above the lowest of the compared OMol25 structures with the same formula, charge and spin in kcal per mole: 11.95

Computed, not measured: an isolated ion of composition C6H14NS and charge +1 in a non-equilibrium geometry, with ωB97M-V/def2-TZVPD.

```
! wB97M-V def2-TZVPD RIJCOSX def2/J DEFGRID3
* xyz 1 1
H 1.53 0.64 -1.49
H 2.81 -1.63 -0.18
H 2.77 -0.19 0.68
C 0.72 -0.15 -1.37
S -1.86 -1.48 -0.15
H 0.83 -0.90 -2.13
H 0.57 -1.79 -0.16
C -1.23 0.27 -0.09
C -0.61 0.58 -1.44
C 2.21 -1.13 0.51
H -1.43 2.10 1.03
N 0.86 -0.83 -0.07
H -1.29 0.33 -2.20
H -2.21 -1.46 1.03
H -0.23 -0.45 1.76
H -2.66 0.89 1.48
H -0.51 1.63 -1.58
C -2.06 1.28 0.62
C 0.01 0.03 0.82
H -2.88 1.71 -0.03
H 2.06 -1.55 1.45
H 0.50 0.88 1.07
*
```

## Properties
Max |F| in eV Å⁻¹: 4.3
Kohn-Sham gap in Ha: 0.38754
LUMO in eV: -2.8265
Structure (SMILES): C[N@@H+]1CC[C@@](C)(S)C1
Energy above the lowest of the compared OMol25 structures with the same formula, charge and spin in kcal per mole: 26.97

Computed, not measured: a 2-piece molecular cluster, C6H14NS2 overall in a non-equilibrium geometry, with ωB97M-V/def2-TZVPD.

```
! wB97M-V def2-TZVPD RIJCOSX def2/J DEFGRID3
* xyz 1 3
H -3.15 2.74 1.08
N -1.12 -1.21 -1.26
H 0.22 1.66 2.49
H 1.08 1.88 -1.28
H 1.17 2.63 0.35
H -1.26 0.83 2.15
S -1.30 1.64 -0.70
H -1.04 -1.86 -2.09
H 0.40 -3.19 0.24
H 1.50 -1.93 1.03
H 2.12 1.07 -0.05
C 0.13 -1.05 -0.48
C -0.21 0.86 1.77
H 1.61 -1.83 -2.07
H -1.79 -1.65 -0.72
H -1.51 -0.20 -1.39
C 0.00 0.97 0.28
H 0.50 0.04 2.10
C 1.43 -1.47 -1.07
C 1.25 1.71 -0.21
H 2.36 -1.11 -0.68
C 0.79 -2.18 0.16
S -3.17 1.66 0.35
*
```

## Properties
Max |F| in eV Å⁻¹: 4.2
Kohn-Sham gap (alpha / beta) in Ha: 0.23537 / 0.20306
LUMO (alpha / beta) in eV: -3.1601 / -7.0029
Energy above the lowest of the compared OMol25 structures with the same formula, charge and spin in kcal per mole: 71.19

Computed, not measured: one molecule with the formula C6H14O in a non-equilibrium geometry, with ωB97M-V/def2-TZVPD.

```
! wB97M-V def2-TZVPD RIJCOSX def2/J DEFGRID3
* xyz 0 1
H -0.70 -0.97 -1.91
O -1.49 -0.55 -1.49
C 1.54 0.87 -0.98
H 0.56 -0.72 1.10
H 2.34 0.34 -0.46
H -1.88 -2.98 -0.63
H 1.26 0.29 -1.86
H 1.15 3.03 0.67
H 1.96 1.82 -1.34
C -1.55 -2.32 0.17
H 1.55 1.64 1.70
H -0.08 2.32 1.73
H -2.43 -1.99 0.74
C -0.79 -1.16 -0.41
H 0.13 -1.63 -0.98
C -0.22 -0.16 0.57
C 0.76 2.08 1.08
C 0.35 1.13 -0.05
H -0.45 1.59 -0.63
H -0.86 -2.85 0.84
H -0.99 0.11 1.29
*
```

## Properties
Max |F| in eV Å⁻¹: 3.6
Kohn-Sham gap in Ha: 0.40916
LUMO in eV: 0.9288
Structure (SMILES): CC(C)C[C@@H](C)O
Energy above the lowest of the compared OMol25 structures with the same formula, charge and spin in kcal per mole: 32.75